The following is a quantum chemistry calculation of 9 unconnected molecules or ions with the total composition C18H57N3O9 in a non-equilibrium geometry, from the Open Molecules 2025 dataset.

Cartesian coordinates (Å):
C (2.391, -3.389, 0.055)
O (1.945, -3.112, -1.252)
H (1.574, -3.280, 0.769)
H (2.650, -4.444, 0.145)
H (3.206, -2.753, 0.400)
H (2.166, -2.222, -1.534)
C (-0.870, 1.919, 2.720)
O (-0.255, 1.085, 3.712)
H (-0.090, 2.326, 2.076)
H (-1.686, 1.422, 2.196)
H (-1.359, 2.724, 3.269)
H (0.106, 1.523, 4.487)
C (-0.809, -4.739, -2.375)
O (0.326, -5.227, -1.810)
H (-1.189, -3.860, -1.854)
H (-0.635, -4.647, -3.447)
H (-1.528, -5.542, -2.212)
H (0.924, -4.524, -1.545)
C (0.913, -1.238, -4.029)
O (1.691, -1.023, -2.796)
H (0.218, -0.399, -4.029)
H (1.535, -1.250, -4.925)
H (0.296, -2.126, -3.895)
H (1.715, -0.089, -2.574)
C (-0.870, -0.946, -0.078)
O (-0.842, -1.231, -1.499)
H (-1.910, -0.825, 0.224)
H (-0.440, -1.659, 0.625)
H (-0.501, 0.069, 0.071)
H (0.029, -0.996, -1.827)
C (-3.839, 0.163, -2.085)
O (-4.491, -0.893, -1.470)
H (-3.009, -0.134, -2.727)
H (-4.639, 0.692, -2.602)
H (-3.548, 0.853, -1.293)
H (-3.993, -1.707, -1.572)
C (-0.607, 2.087, -2.216)
C (0.892, 2.563, -2.497)
C (1.269, 3.971, -2.041)
O (1.274, 4.154, -0.579)
C (1.344, 5.609, -0.207)
N (1.725, 1.521, -1.918)
H (-1.140, 2.981, -2.538)
H (-0.821, 2.005, -1.151)
H (-1.024, 1.189, -2.673)
H (0.880, 2.535, -3.586)
H (0.590, 4.619, -2.595)
H (2.285, 4.042, -2.429)
H (0.452, 6.164, -0.499)
H (2.191, 6.083, -0.702)
H (1.534, 5.720, 0.860)
H (2.651, 1.452, -2.316)
H (1.901, 1.860, -0.983)
C (5.573, 3.940, -1.506)
C (5.248, 2.470, -1.224)
C (4.380, 2.269, 0.114)
O (4.092, 0.883, 0.358)
C (3.134, 0.446, 1.327)
N (4.522, 1.944, -2.335)
H (4.657, 4.530, -1.463)
H (6.070, 4.079, -2.466)
H (6.225, 4.309, -0.715)
H (6.193, 1.984, -0.984)
H (3.413, 2.753, -0.026)
H (5.010, 2.788, 0.836)
H (2.100, 0.672, 1.065)
H (3.298, 0.927, 2.291)
H (3.145, -0.642, 1.384)
H (4.763, 0.969, -2.435)
H (5.000, 2.331, -3.136)
C (-3.289, -2.030, 2.774)
C (-3.481, -3.034, 3.960)
C (-5.006, -3.106, 4.403)
O (-5.415, -1.914, 5.161)
C (-6.833, -1.741, 5.352)
N (-3.054, -4.377, 3.585)
H (-3.358, -0.988, 3.086)
H (-4.030, -2.282, 2.015)
H (-2.251, -2.137, 2.458)
H (-2.798, -2.733, 4.755)
H (-5.288, -3.967, 5.010)
H (-5.723, -3.104, 3.582)
H (-7.059, -1.042, 6.158)
H (-7.477, -2.619, 5.386)
H (-7.255, -1.240, 4.481)
H (-2.178, -4.468, 3.090)
H (-2.906, -4.943, 4.408)

Cartesian forces, eV/Å:
-0.425 -0.147 0.522
0.383 -0.703 0.497
-0.229 0.305 0.154
0.402 -0.003 -0.258
0.179 -0.088 -0.237
-0.183 0.394 -0.411
0.394 0.838 1.655
-0.266 -1.400 -0.536
-0.319 -0.017 -0.370
0.484 -0.513 -0.070
-0.017 0.456 -0.330
-0.251 0.614 -0.418
-1.168 -0.482 -0.161
1.946 -1.285 1.345
0.012 0.403 -0.469
-0.529 0.645 -0.277
-0.543 0.098 -0.349
0.116 0.522 -0.325
0.121 0.906 1.779
-0.228 -1.789 -1.572
-0.117 0.066 -0.654
0.005 -0.118 0.154
0.377 -0.197 -0.138
-0.237 1.191 0.360
-0.905 1.097 -0.880
-0.586 -0.366 1.456
-0.290 -0.382 -0.221
0.488 -0.244 -0.483
0.640 -0.116 0.252
0.522 -0.113 0.011
-0.512 1.180 0.142
-0.523 -1.793 0.581
-0.076 0.177 0.071
0.337 0.209 -0.687
0.729 0.159 -0.130
0.119 0.069 0.058
0.597 2.281 0.554
-2.286 -2.046 0.650
-0.121 -0.748 0.572
-0.356 1.524 -1.090
0.415 -1.441 -0.739
0.041 -0.144 0.053
-0.832 -0.201 -0.151
0.255 0.010 0.168
0.684 0.058 -0.407
0.806 0.234 -0.159
0.094 0.632 0.411
0.212 0.740 0.088
-0.242 -0.277 -0.010
0.148 -0.097 -0.246
-0.256 -0.500 0.004
0.358 0.816 -0.148
0.034 -0.483 0.442
-0.471 -0.252 1.113
-0.791 0.171 2.347
-0.028 0.206 -1.439
0.864 -0.464 -0.324
0.044 1.062 -0.345
0.873 -0.655 -1.276
0.022 0.135 -0.220
-0.044 -0.074 -0.025
0.126 0.202 -0.033
0.183 -0.460 -0.340
0.138 0.617 0.184
-0.360 -0.320 0.871
-0.168 0.398 -0.401
0.209 -0.252 0.214
0.557 0.101 0.090
-0.286 -0.624 0.182
-0.282 0.251 -0.650
0.070 -0.934 1.228
-0.554 0.682 -0.323
-0.481 1.486 0.610
-0.027 -0.488 0.510
0.353 0.473 -1.415
-0.541 -0.953 -0.269
-0.435 -0.115 0.141
0.341 0.217 -0.306
-0.117 -0.156 -0.510
-0.644 0.623 0.544
0.576 -0.342 0.126
0.558 -0.370 -0.788
0.501 -0.407 0.367
0.561 -0.616 0.648
0.153 0.276 -0.473
-0.008 0.696 -0.310
-0.290 -0.046 0.216

Calculated values
total charge	-1
ΔE to the lowest compared entry with this formula, charge and spin	54.3	kcal per mole
⟨S²⟩	0.750
spin multiplicity	2
orbital gap (alpha / beta)	1.62 / 9.12	eV

---

The following is a quantum chemistry calculation of a molecular structure, C18H58AsF6N4O10 in a non-equilibrium geometry, from the Open Molecules 2025 dataset.

Cartesian coordinates (Å):
As (0.806, 0.156, -0.751)
F (1.817, -1.251, -0.375)
F (-0.530, -0.331, 0.469)
F (-0.177, 1.646, -1.074)
F (2.098, 0.716, -1.860)
F (-0.002, -0.676, -2.150)
F (1.574, 1.095, 0.580)
C (4.141, -0.898, -5.894)
C (3.035, -0.678, -4.880)
C (3.254, -1.608, -3.615)
O (3.545, -3.006, -3.789)
C (2.696, -3.704, -4.689)
N (2.922, 0.742, -4.642)
H (3.796, -0.405, -6.803)
H (4.398, -1.915, -6.192)
H (4.991, -0.368, -5.465)
H (2.121, -0.996, -5.382)
H (2.334, -1.813, -3.068)
H (3.952, -1.155, -2.911)
H (2.748, -4.767, -4.455)
H (3.099, -3.732, -5.702)
H (1.663, -3.395, -4.532)
H (3.725, 1.191, -4.224)
H (2.353, 0.890, -3.821)
C (1.203, 4.886, -3.224)
C (0.221, 4.453, -4.368)
C (-0.853, 3.561, -3.680)
O (-1.754, 2.806, -4.583)
C (-2.286, 1.585, -4.034)
N (-0.187, 5.650, -4.997)
H (0.689, 5.429, -2.431)
H (1.973, 5.518, -3.668)
H (1.654, 4.044, -2.699)
H (0.732, 3.927, -5.174)
H (-1.379, 4.132, -2.915)
H (-0.234, 2.952, -3.021)
H (-1.543, 1.005, -3.486)
H (-2.709, 0.991, -4.844)
H (-3.173, 1.648, -3.403)
H (-0.943, 5.508, -5.651)
H (-0.609, 6.117, -4.207)
C (-4.697, -0.196, 3.659)
C (-4.013, -1.650, 3.427)
C (-4.876, -2.855, 3.928)
O (-5.575, -2.598, 5.148)
C (-4.727, -2.211, 6.342)
N (-3.494, -1.841, 2.149)
H (-4.876, -0.043, 4.724)
H (-5.681, -0.108, 3.200)
H (-4.105, 0.642, 3.292)
H (-3.138, -1.510, 4.062)
H (-4.153, -3.670, 3.965)
H (-5.648, -3.231, 3.255)
H (-5.106, -2.712, 7.233)
H (-4.758, -1.128, 6.462)
H (-3.670, -2.377, 6.135)
H (-2.615, -1.354, 2.050)
H (-4.040, -1.367, 1.443)
C (-0.217, -0.693, 4.854)
C (0.273, 0.742, 4.874)
C (-0.311, 1.527, 3.733)
O (-1.768, 1.753, 3.764)
C (-2.152, 2.754, 2.799)
N (-0.158, 1.322, 6.129)
H (-0.122, -1.108, 3.850)
H (-1.252, -0.784, 5.185)
H (0.437, -1.325, 5.454)
H (1.360, 0.807, 4.827)
H (0.024, 1.132, 2.774)
H (0.102, 2.535, 3.726)
H (-2.057, 2.276, 1.824)
H (-1.615, 3.699, 2.886)
H (-3.234, 2.802, 2.923)
H (0.342, 0.791, 6.827)
H (-1.135, 1.077, 6.192)
C (1.392, -5.641, 0.918)
C (1.601, -4.108, 0.858)
O (0.518, -3.333, 1.319)
O (1.891, -6.285, 2.106)
H (1.877, -6.180, 0.104)
H (0.333, -5.876, 0.804)
H (1.652, -3.784, -0.182)
H (2.551, -3.824, 1.312)
H (0.586, -2.385, 1.183)
H (1.632, -7.208, 2.055)
O (1.355, 3.989, 0.045)
H (2.119, 4.037, 0.621)
H (0.809, 3.302, 0.429)
O (2.643, 1.911, 3.063)
H (2.551, 1.261, 2.367)
H (2.895, 2.715, 2.609)
O (4.428, 2.782, -1.998)
H (3.548, 2.469, -1.787)
H (5.006, 2.275, -1.427)
O (-1.274, -2.761, -2.076)
H (-1.016, -1.979, -2.564)
H (-1.608, -2.427, -1.244)

Cartesian forces, eV/Å:
-1.142 0.937 0.274
-1.245 1.107 -0.165
2.022 0.156 -1.870
1.035 -1.740 0.166
-1.144 -0.251 1.055
1.423 1.761 1.799
-0.402 -0.971 -0.901
-0.023 0.635 -0.227
0.546 -1.997 0.190
-1.821 -0.338 0.026
1.599 -0.248 -1.174
0.657 -0.398 0.842
-0.539 0.513 0.984
0.378 0.280 -0.096
-0.084 -0.071 0.559
0.484 -0.174 -0.465
-0.332 0.013 0.286
-0.613 1.636 0.210
0.367 -0.287 -0.194
-0.027 -0.055 0.629
-0.485 0.870 -0.389
-0.153 0.166 -0.598
1.223 -0.341 -0.567
-1.131 -0.201 -0.222
-0.170 -0.670 -0.756
0.614 -1.416 0.819
0.361 -0.623 -0.464
0.769 0.420 1.427
0.032 0.094 -0.340
-1.105 1.556 0.191
-0.232 0.244 -0.143
0.011 -0.017 0.168
0.112 -0.067 -0.261
0.270 -0.807 0.488
-0.726 0.469 -0.336
-0.275 -1.058 -0.411
0.187 0.064 -0.120
0.599 0.029 -0.464
0.057 0.953 0.550
-0.106 -0.254 -0.226
-0.375 1.084 -0.175
-0.377 -1.359 -0.048
-1.519 2.643 2.262
0.673 0.860 0.272
1.395 0.261 1.689
-0.699 0.061 -2.255
0.691 -0.142 -2.356
0.114 0.060 -0.006
-0.130 -0.243 -0.244
0.401 -0.373 -0.015
0.004 -0.728 0.453
0.076 -0.356 0.560
-0.035 0.606 -0.347
0.107 -0.102 -0.277
-0.487 0.034 0.159
-0.027 -0.706 0.140
0.429 -0.223 0.147
-0.577 -0.273 -0.173
0.885 -0.758 -0.919
-1.290 -0.309 0.056
-0.546 1.804 -0.935
1.418 -0.200 0.199
-0.487 -2.185 0.334
0.406 0.622 0.406
-0.230 -0.151 -0.187
0.021 0.058 -0.014
-0.190 -0.036 0.369
-0.081 -0.003 -0.329
-0.404 -0.474 -0.195
0.343 0.121 0.357
0.517 0.453 -0.456
-0.072 -0.018 0.090
0.036 0.745 0.226
-0.222 0.065 0.544
-0.239 0.222 0.443
-0.333 -0.057 0.127
0.178 0.280 -1.165
-1.124 -0.996 1.632
-0.025 0.749 0.297
0.250 0.675 -0.509
-0.272 0.335 0.084
0.606 -0.716 -0.432
0.085 -0.149 0.350
0.580 -0.122 -0.404
-0.025 0.020 0.014
0.035 0.428 -0.129
0.185 0.040 0.057
-0.195 -0.418 -0.035
0.231 0.107 0.452
-0.135 -0.217 -0.375
0.067 0.139 -0.076
0.251 0.247 -0.218
-0.455 -0.158 0.108
0.118 -0.162 0.119
-0.545 -1.003 -0.292
-0.007 -0.073 0.084
0.014 0.070 0.259

Calculated values
total charge	-1
ΔE to the lowest compared entry with this formula, charge and spin	0.0	kcal per mole
orbital gap	8.69	eV

---

| no. | E (hartree) |
| --- | --- |
| 1 | -1561.15385 |
| 2 | -4527.03527 |